Record 1
Below is 2 unconnected molecules or ions with the total composition C19H30Cl2FI2N3O4, with properties calculated with the ωB97M-V functional and the def2-TZVPD basis.

Structure (XYZ):
```
61
C19H30Cl2FI2N3O4 the ωB97M-V functional and the def2-TZVPD basis
C 1.261 -0.842 -4.968
C 0.608 -1.247 -3.633
C 1.250 -0.580 -2.394
C 0.236 0.295 -1.680
N 0.783 1.156 -0.644
C 0.626 0.752 0.718
C 1.350 -0.629 0.974
C 0.508 -1.899 0.797
C 0.171 -2.669 2.096
C 0.430 -4.176 2.024
O -0.769 -4.905 1.873
C -1.218 -4.948 0.543
C 1.379 1.710 1.701
C 1.419 3.199 1.413
O 0.829 3.774 0.534
N 2.297 3.936 2.329
C 1.628 4.491 3.428
O 1.784 4.165 4.596
F 0.823 5.485 3.077
N 0.806 1.412 3.010
C -0.319 0.584 2.815
O -0.777 -0.128 3.670
C -0.782 0.816 1.372
C -1.721 1.958 1.061
I -1.964 2.600 -0.961
C -2.499 2.559 1.958
C -2.506 2.234 3.424
I -3.910 4.064 1.476
H 1.832 0.071 -4.893
H 1.917 -1.658 -5.235
H 0.510 -0.751 -5.739
H -0.456 -1.044 -3.590
H 0.711 -2.318 -3.531
H 1.616 -1.365 -1.746
H 2.101 0.011 -2.712
H -0.161 0.946 -2.451
H -0.593 -0.297 -1.323
H 1.715 1.462 -0.860
H 2.176 -0.615 0.284
H 1.786 -0.673 1.966
H 1.085 -2.576 0.177
H -0.411 -1.726 0.254
H 0.711 -2.233 2.925
H -0.875 -2.527 2.313
H 1.126 -4.408 1.224
H 0.849 -4.501 2.966
H -1.906 -5.773 0.464
H -1.757 -4.039 0.268
H -0.400 -5.065 -0.160
H 2.425 1.401 1.711
H 2.948 3.284 2.744
H 1.451 0.927 3.616
H -1.329 -0.083 1.094
H -3.108 2.956 3.952
H -2.864 1.235 3.617
H -1.508 2.314 3.821
C -2.372 0.681 -6.385
Cl -1.692 0.912 -4.770
Cl -1.597 1.722 -7.584
H -2.223 -0.352 -6.676
H -3.428 0.915 -6.352
```

As for the HOMO energy: -8.24 eV. The gap between HOMO and LUMO is 0.30432 hartree. The LUMO energy is 0.0373 eV.

=====

Record 2
Below is a molecular structure, C19H30Cl2NO4P2Yb, with properties calculated with the ωB97M-V functional and the def2-TZVPD basis.

Structure (XYZ):
```
59
C19H30Cl2NO4P2Yb the ωB97M-V functional and the def2-TZVPD basis
C -0.790 -2.900 -2.915
C -0.638 -1.696 -2.215
N -0.028 -1.674 -1.028
C 0.349 -2.820 -0.450
C 0.274 -4.038 -1.123
C -0.298 -4.082 -2.376
C -1.220 -0.391 -2.768
P -0.361 1.121 -2.166
Yb 0.533 0.353 0.264
P -0.049 -1.523 2.099
C 0.827 -2.742 0.984
C -0.350 2.294 1.522
C 0.519 3.288 1.153
C 0.442 4.512 1.882
C -0.487 4.685 2.914
C -1.369 3.639 3.204
C -1.312 2.427 2.473
O -4.137 -0.234 -2.332
O -2.874 0.878 -0.257
H -1.268 -2.839 -3.881
H 0.655 -4.909 -0.597
H -0.349 -5.009 -2.933
C 0.940 1.208 -3.411
C -1.614 2.196 -2.950
H 0.614 -3.724 1.423
H 1.925 -2.626 1.014
H -2.307 -0.338 -2.615
H -1.019 -0.405 -3.845
C 1.454 -1.574 3.170
C -0.950 -2.778 3.131
H 1.260 3.216 0.365
H 1.147 5.295 1.624
H -0.517 5.612 3.507
H -2.108 3.714 3.986
H -2.033 1.651 2.749
H -2.282 0.431 0.397
H -3.230 1.687 0.136
H -3.862 0.234 -1.492
H -4.278 -1.163 -2.023
H -1.269 -0.291 1.429
H 0.467 1.475 -4.354
H 1.633 1.958 -3.044
H 1.465 0.256 -3.484
H -1.652 1.921 -4.030
H -2.614 2.027 -2.474
H -1.261 3.232 -2.789
H -0.196 -3.461 3.557
H -1.473 -2.221 3.913
H -1.679 -3.302 2.489
H 1.475 -2.558 3.668
H 2.367 -1.476 2.568
H 1.390 -0.775 3.904
Cl 4.390 0.905 2.160
C 4.837 0.217 0.574
Cl 4.882 -1.565 0.655
C 3.698 0.636 -0.350
O 3.888 1.497 -1.217
O 2.600 0.017 -0.098
H 5.838 0.537 0.303
```

As for the HOMO energy (alpha / beta): -6.17 / -6.26 eV. The gap between HOMO and LUMO (alpha / beta) is 0.22844 / 0.23145 hartree. The LUMO energy (alpha / beta) is 0.0452 / 0.0417 eV. As for the spin multiplicity: 2.

=====

Record 3
Below is 3 unconnected molecules or ions with the total composition C19H30F2O4P2Si, with properties calculated with the ωB97M-V functional and the def2-TZVPD basis.

Structure (XYZ):
```
58
C19H30F2O4P2Si the ωB97M-V functional and the def2-TZVPD basis
C -2.673 -1.726 -0.630
C -1.519 -1.087 -1.426
P 0.149 -1.758 -1.147
C 0.767 -3.097 -2.206
C 0.183 -4.490 -1.941
Si 1.096 -1.430 0.754
C 1.130 0.373 1.321
C -0.077 0.880 2.061
C 0.057 2.311 2.573
O -0.256 0.013 3.208
P 0.299 -2.928 2.233
O 0.331 -4.238 1.586
O 1.247 -2.917 3.557
O -1.210 -2.637 2.790
H -2.970 -2.639 -1.129
H -2.379 -1.947 0.387
H -3.515 -1.043 -0.629
H -1.771 -1.159 -2.476
H -1.499 -0.023 -1.216
H 1.841 -3.160 -2.083
H 0.568 -2.849 -3.240
H -0.898 -4.477 -1.892
H 0.600 -4.886 -1.025
H 0.477 -5.167 -2.739
H 2.500 -1.887 0.650
H 1.337 0.961 0.432
H 2.009 0.498 1.952
H -0.954 0.835 1.416
H -0.935 2.739 2.666
H 0.681 2.964 1.973
H 0.468 2.312 3.575
H -1.214 -0.065 3.347
H 1.167 -2.026 3.946
H -1.133 -2.441 3.743
F 1.331 5.357 3.032
C 1.990 5.503 4.200
C 3.058 4.673 4.472
C 3.733 4.827 5.674
C 3.330 5.796 6.583
C 2.251 6.617 6.288
C 1.573 6.475 5.086
H 3.352 3.921 3.752
H 4.576 4.189 5.901
H 3.858 5.911 7.520
H 1.933 7.370 6.996
H 0.733 7.108 4.834
F -1.054 -1.793 -4.592
C -1.598 -1.799 -5.829
C -2.653 -0.952 -6.098
C -3.207 -0.960 -7.369
C -2.706 -1.812 -8.344
C -1.645 -2.656 -8.048
C -1.080 -2.652 -6.781
H -3.032 -0.300 -5.322
H -4.031 -0.299 -7.599
H -3.142 -1.816 -9.333
H -1.255 -3.323 -8.805
H -0.249 -3.298 -6.531
```

As for the SMILES: CCP(CC)[Si@@H](C[C@H](C)O)P(=O)(O)O.Fc1ccccc1.Fc1ccccc1. The calculation puts the relative energy (zero: lowest compared OMol25 entry of this formula, charge and spin) at 0.0 kcal per mole. As for the HOMO energy: -7.07 eV. The gap between HOMO and LUMO is 0.27521 hartree. The LUMO energy is 0.4166 eV.

=====

Record 4
Below is a molecular structure, C19H30GaN5OSeTe, with properties calculated with the ωB97M-V functional and the def2-TZVPD basis.

Structure (XYZ):
```
58
C19H30GaN5OSeTe the ωB97M-V functional and the def2-TZVPD basis
Ga 0.101 0.028 0.593
Te 0.590 1.900 2.188
C 0.994 3.334 0.689
C 2.294 3.811 0.554
C 2.555 4.845 -0.335
C 1.525 5.400 -1.082
C 0.229 4.922 -0.943
C -0.042 3.894 -0.050
H 3.100 3.393 1.145
H 3.563 5.226 -0.433
H 1.728 6.217 -1.761
H -0.575 5.364 -1.516
H -1.057 3.542 0.083
C -3.290 -4.167 1.185
N -3.096 -3.135 2.206
C -3.939 -2.963 3.286
C -3.407 -1.991 4.052
N -2.236 -1.586 3.441
C -1.322 -0.604 4.013
C -2.061 -2.286 2.312
Se -0.631 -2.268 1.078
H -4.336 -4.178 0.892
H -3.011 -5.138 1.588
H -2.669 -3.942 0.324
H -4.829 -3.553 3.416
H -3.745 -1.557 4.977
H -1.363 -0.682 5.096
H -1.596 0.404 3.709
H -0.310 -0.835 3.688
C 2.351 0.763 -1.012
C 3.517 0.417 -1.970
N 3.536 -1.013 -2.243
C 2.292 -1.405 -2.886
C 1.080 -1.081 -1.972
N 1.579 -0.487 -0.691
C 2.512 -1.470 -0.041
C 3.707 -1.740 -0.993
H 1.655 1.480 -1.449
H 2.705 1.173 -0.069
H 4.471 0.698 -1.526
H 3.418 0.956 -2.912
H 2.332 -2.471 -3.108
H 2.208 -0.871 -3.831
H 0.514 -1.979 -1.719
H 0.404 -0.361 -2.430
H 1.953 -2.383 0.156
H 2.828 -1.049 0.914
H 3.787 -2.805 -1.210
H 4.643 -1.423 -0.534
C -2.661 -0.872 -1.986
C -2.316 0.424 -1.323
N -3.175 1.421 -1.427
O -1.241 0.613 -0.699
H -3.618 -1.240 -1.614
H -1.892 -1.610 -1.791
H -2.759 -0.720 -3.062
H -4.032 1.323 -1.949
H -2.962 2.317 -1.016
```

As for the net charge: +2. The calculation puts the relative energy (zero: lowest compared OMol25 entry of this formula, charge and spin) at 11.9 kcal per mole. As for the HOMO energy: -13.75 eV. The gap between HOMO and LUMO is 0.31372 hartree. The LUMO energy is -5.2108 eV.

=====

Record 5
Below is C19H30N2O4 in the gas phase, with properties calculated with the ωB97M-V functional and the def2-TZVPD basis.

Structure (XYZ):
```
55
C19H30N2O4 the ωB97M-V functional and the def2-TZVPD basis
C 1.823 4.672 -0.903
H 2.060 5.325 -1.741
O 2.166 3.376 -1.325
C 2.031 2.345 -0.441
C 1.500 2.473 0.832
C 1.420 1.362 1.654
C 1.860 0.121 1.243
C 2.421 -0.020 -0.042
C 2.486 1.089 -0.892
O 3.041 0.982 -2.157
C 2.148 1.193 -3.233
H 1.312 0.484 -3.197
H 2.732 1.020 -4.136
H 1.757 2.211 -3.241
O 2.864 -1.275 -0.325
C 3.541 -1.583 -1.523
H 3.894 -2.607 -1.389
H 2.873 -1.546 -2.387
H 4.390 -0.920 -1.691
C 1.736 -1.080 2.158
N 0.511 -1.854 2.089
C -0.700 -1.231 2.566
C -1.470 -0.437 1.491
N -1.723 -1.294 0.356
C -2.911 -1.766 -0.088
O -2.969 -2.567 -1.006
C -4.171 -1.223 0.561
H -4.982 -1.901 0.288
C -4.512 0.186 0.048
C -4.907 0.127 -1.425
H -4.135 -0.369 -2.006
H -5.055 1.129 -1.823
H -5.832 -0.431 -1.545
C -5.641 0.790 0.881
H -5.899 1.779 0.509
H -5.348 0.884 1.926
H -6.527 0.162 0.829
H -3.626 0.824 0.144
H -4.080 -1.225 1.648
C -0.492 -1.824 -0.200
C 0.268 -2.610 0.878
H 1.221 -2.956 0.481
H -0.338 -3.482 1.154
H -0.755 -2.477 -1.032
H 0.114 -0.988 -0.563
H -2.395 -0.054 1.913
H -0.862 0.410 1.152
H -0.463 -0.578 3.408
H -1.357 -2.034 2.927
H 2.555 -1.770 1.944
H 1.833 -0.741 3.193
H 1.011 1.475 2.648
H 1.157 3.427 1.196
H 2.408 4.978 -0.030
H 0.755 4.753 -0.673
```

As for the SMILES: COc1ccc(CN2CCN(C(=O)CC(C)C)CC2)c(OC)c1OC. The calculation puts the relative energy (zero: lowest compared OMol25 entry of this formula, charge and spin) at 76.9 kcal per mole. As for the HOMO energy: -7.80 eV. The gap between HOMO and LUMO is 0.30980 hartree. The LUMO energy is 0.6259 eV.

=====

Record 6
Below is C19H30N4O4S in the gas phase, with properties calculated with the ωB97M-V functional and the def2-TZVPD basis.

Structure (XYZ):
```
58
C19H30N4O4S the ωB97M-V functional and the def2-TZVPD basis
C -0.809 -4.826 1.660
C -1.727 -3.696 2.015
C -1.581 -2.346 1.615
C -2.622 -1.620 2.166
C -3.056 -0.210 2.282
O -3.874 0.069 3.156
N -2.554 0.740 1.443
C -2.844 2.138 1.713
C -1.581 2.966 1.935
C -0.694 3.086 0.690
N 0.266 2.011 0.438
C 1.522 2.188 1.159
C 2.622 1.302 0.590
N 2.638 1.452 -0.850
C 3.652 0.984 -1.606
O 4.643 0.457 -1.131
C 3.502 1.115 -3.115
C 2.344 1.965 -3.656
C 2.375 1.770 -5.167
S 2.641 0.004 -5.373
O 1.358 -0.648 -5.441
O 3.629 -0.230 -6.392
C 3.344 -0.278 -3.737
C -0.226 0.639 0.588
C -1.713 0.460 0.296
N -3.377 -2.509 2.883
C -2.857 -3.761 2.805
C -3.494 -4.919 3.493
H -1.352 -5.765 1.543
H -0.300 -4.627 0.717
H -0.041 -4.982 2.421
H -0.771 -1.973 1.010
H -3.403 2.557 0.867
H -3.488 2.169 2.586
H -1.897 3.971 2.227
H -1.012 2.559 2.776
H -1.340 3.197 -0.187
H -0.112 4.007 0.745
H 1.825 3.232 1.054
H 1.422 1.974 2.234
H 3.589 1.594 0.999
H 2.470 0.253 0.862
H 1.793 1.823 -1.256
H 4.443 1.543 -3.468
H 1.386 1.601 -3.273
H 2.445 3.015 -3.385
H 1.451 2.026 -5.681
H 3.219 2.281 -5.628
H 4.281 -0.815 -3.842
H 2.621 -0.884 -3.191
H 0.346 -0.006 -0.087
H -0.044 0.266 1.608
H -1.905 -0.556 -0.035
H -2.019 1.114 -0.524
H -4.163 -2.200 3.432
H -2.928 -5.828 3.301
H -3.527 -4.772 4.575
H -4.516 -5.080 3.145
```

As for the SMILES: Cc1cc(C(=O)N2CCCN(CCNC(=O)[C@@H]3CCS(=O)(=O)C3)CC2)[nH]c1C. The calculation puts the relative energy (zero: lowest compared OMol25 entry of this formula, charge and spin) at 19.2 kcal per mole. As for the HOMO energy: -8.19 eV. The gap between HOMO and LUMO is 0.31433 hartree. The LUMO energy is 0.3623 eV.